[1]
This record from the Open Molecules 2025 dataset describes C14H30ClLiO8 as an isolated structure. The level of theory is wB97M-V/def2-TZVPD.

Structure (XYZ):
```
54
Properties=species:S:1:pos:R:3
Li 0.44542 0.45322 0.60420
Cl 2.86636 1.73240 1.62338
O 2.39292 1.82776 0.24540
O 4.26094 1.40863 1.63337
O 2.62038 2.96883 2.30636
O 2.10027 0.65998 2.23642
C -2.67154 -1.17466 2.14110
C -2.01808 -1.27083 3.56222
C -0.52576 -1.46864 3.26820
O -0.32113 -1.11938 1.89897
C -1.49503 -1.44778 1.18924
H -3.08584 -0.17509 2.02160
H -3.47546 -1.90045 2.03684
H -2.45372 -2.10542 4.10730
H -2.21158 -0.36156 4.12745
H -0.25617 -2.52209 3.38457
H 0.10773 -0.83231 3.87782
H -1.48327 -2.50394 0.90285
H -1.57618 -0.78900 0.32603
C 3.39707 -2.45374 -1.25633
C 2.32481 -3.44586 -1.74994
C 1.13366 -3.08931 -0.86805
O 1.20537 -1.69257 -0.70627
C 2.59265 -1.35882 -0.54662
H 3.93850 -2.04295 -2.11077
H 4.16237 -2.91470 -0.63455
H 2.58216 -4.49865 -1.63574
H 2.10754 -3.24539 -2.79928
H 1.24881 -3.57231 0.11376
H 0.17874 -3.36744 -1.31444
H 2.83328 -1.31711 0.51918
H 2.73538 -0.37304 -0.98078
C -0.85660 2.13574 -3.09775
C -1.59507 0.78037 -3.19353
C -0.73983 -0.15065 -2.35378
O -0.10201 0.68769 -1.40221
C 0.27467 1.89454 -2.09786
H -1.50792 2.92883 -2.72024
H -0.52705 2.50888 -4.06737
H -1.70165 0.42730 -4.21819
H -2.60602 0.89140 -2.79729
H 0.03191 -0.62989 -2.96787
H -1.29118 -0.93322 -1.83959
H 1.23413 1.71342 -2.58622
H 0.36251 2.67692 -1.35456
C -1.58079 3.88366 0.47594
C -1.86916 2.41746 0.69307
O -0.79861 1.75618 1.41360
H -2.44012 4.35033 -0.02458
H -0.72341 4.06918 -0.16539
H -1.48595 4.41965 1.42034
H -1.99084 1.88581 -0.24819
H -2.79088 2.31191 1.27096
H -0.95673 1.96670 2.33726
```

Results
- Kohn-Sham gap (eV) = 9.517
- energy above the lowest of the compared OMol25 structures with the same formula, charge and spin (kcal per mole) = 0.00
- E_LUMO (hartree) = 0.008
- HOMO energy (eV) = -9.3108

=====

[2]
This record from the Open Molecules 2025 dataset describes C33H25AsN2O2S2W as an isolated structure. The level of theory is wB97M-V/def2-TZVPD.

Structure (XYZ):
```
66
Properties=species:S:1:pos:R:3
W 0.20432 0.24282 -0.04810
S 2.21020 -0.62877 0.07509
C 2.31893 -2.39457 0.39466
C 3.56426 -2.97695 0.58103
C 3.63682 -4.33830 0.84634
C 2.48374 -5.10832 0.93507
C 1.23599 -4.52423 0.75972
C 1.16559 -3.16436 0.49506
As -0.43256 -2.16451 0.17722
C -1.94046 -3.32424 -0.04577
C -2.84502 -3.53695 0.99040
C -3.90404 -4.41095 0.79814
C -4.05192 -5.07142 -0.41384
C -3.13955 -4.86676 -1.44022
C -2.08029 -3.99108 -1.26074
C -0.69463 -1.04744 1.74693
C -1.91266 -0.33249 1.81529
C -2.21289 0.42184 2.93740
C -1.32622 0.43293 4.00413
C -0.14179 -0.30747 3.97362
C 0.17426 -1.04958 2.85909
H 4.46510 -2.38063 0.51059
H 4.60386 -4.80351 0.98013
H 2.55730 -6.16718 1.14131
H 0.33451 -5.12102 0.82898
H -2.72631 -3.03640 1.94323
H -4.60989 -4.58111 1.59949
H -4.87792 -5.75459 -0.55694
H -3.25024 -5.39098 -2.37950
H -1.36418 -3.85328 -2.06333
H -2.62221 -0.39227 0.99651
H -3.13323 0.98739 2.98194
H -1.56102 1.01645 4.88507
H 0.52301 -0.29621 4.82623
H 1.08944 -1.62895 2.82296
O -1.20132 3.55268 0.80239
S 0.08647 2.95437 0.70256
O 0.25874 1.65099 1.48516
N 0.41585 2.25294 -0.68969
C 0.02586 2.65897 -1.96780
C -0.02704 3.92829 -2.47277
C -0.39609 4.12399 -3.82086
C -0.67745 3.06514 -4.63620
C -0.62498 1.74326 -4.12972
C -0.88731 0.59935 -4.90317
C -0.80768 -0.64110 -4.31935
C -0.49881 -0.74668 -2.96762
N -0.25387 0.30398 -2.17869
C -0.29093 1.55163 -2.77714
C 1.31542 4.07285 1.20382
C 2.65012 3.69942 1.07159
C 3.62778 4.58948 1.47269
C 3.26376 5.82757 1.99376
C 1.92722 6.18494 2.11726
C 0.93336 5.30579 1.72052
H 0.21886 4.78094 -1.85286
H -0.43942 5.13282 -4.20670
H -0.94257 3.21823 -5.67351
H -1.14503 0.70558 -5.94935
H -0.99040 -1.54345 -4.88401
H -0.44317 -1.71960 -2.50692
H 2.91402 2.73307 0.65913
H 4.67141 4.32445 1.37892
H 4.03366 6.52082 2.30458
H 1.65692 7.15003 2.52207
H -0.11365 5.56230 1.80471
```

Results
- Kohn-Sham gap (eV) = 6.505
- energy above the lowest of the compared OMol25 structures with the same formula, charge and spin (kcal per mole) = 2.39
- E_LUMO (hartree) = -0.254
- HOMO energy (eV) = -13.4127
- charge = +2

=====

[3]
This record from the Open Molecules 2025 dataset describes an isolated molecule of C5H8O2 in a non-equilibrium geometry. The level of theory is wB97M-V/def2-TZVPD.

Structure (XYZ):
```
15
Properties=species:S:1:pos:R:3
C 1.50041 0.77954 -0.33536
C 0.37870 -0.01571 0.32421
O 0.74033 -0.51259 1.59640
C -0.99820 0.70642 0.40692
C -1.58605 -0.34476 -0.50069
O -0.83162 -0.53518 -1.68508
C -0.36234 -1.12768 -0.48795
H 1.17086 1.17492 -1.30062
H 1.78970 1.62431 0.30583
H 2.38754 0.15912 -0.50127
H 1.30184 -1.28524 1.45397
H -1.36105 0.62136 1.43704
H -1.10560 1.71009 0.01372
H -2.57173 -0.79630 -0.51186
H -0.59730 -2.11408 -0.16754
```

Results
- Kohn-Sham gap (eV) = 10.817
- energy above the lowest of the compared OMol25 structures with the same formula, charge and spin (kcal per mole) = 65.30
- E_LUMO (hartree) = 0.034
- HOMO energy (eV) = -9.8828
- structure (SMILES) = C[C@@]1(O)C[C@H]2O[C@H]21

=====

[4]
This record from the Open Molecules 2025 dataset describes C40H66AgAsF6N2O25 as an isolated structure in a non-equilibrium geometry. The level of theory is wB97M-V/def2-TZVPD.

Structure (XYZ):
```
141
Properties=species:S:1:pos:R:3
Ag 11.76631 -22.36703 6.99304
As 14.77422 -23.95001 4.54404
F 15.35463 -22.20599 4.83332
F 13.99153 -23.54507 2.95888
F 14.13568 -25.62797 4.51092
F 15.49842 -24.45422 6.11642
F 13.27922 -23.49942 5.51180
F 16.33094 -24.37001 3.86445
C 14.99045 -28.47155 8.72548
C 14.95267 -27.32447 7.99335
C 14.07617 -26.26974 8.28686
C 13.18524 -26.40695 9.26953
C 13.11456 -27.62098 10.02871
C 13.99252 -28.68108 9.68821
N 11.97686 -25.48791 9.37183
O 11.90879 -24.45060 8.64788
O 11.09223 -25.66401 10.22664
H 15.70097 -29.25527 8.50789
H 15.56086 -27.33474 7.10093
H 14.06965 -25.38596 7.66612
H 12.31696 -27.89618 10.70288
H 13.91993 -29.66816 10.12043
C 10.85157 -25.22371 1.45087
C 10.72717 -25.24422 2.82405
C 9.65914 -24.62008 3.40690
C 8.62448 -24.05739 2.67429
C 8.76643 -24.02955 1.31292
C 9.87014 -24.65749 0.70859
N 7.34505 -23.73595 3.37316
O 7.52313 -23.38745 4.55636
O 6.30690 -23.64476 2.78299
H 11.72848 -25.73404 1.08078
H 11.51492 -25.64325 3.44585
H 9.59461 -24.68333 4.48311
H 8.07511 -23.51499 0.66199
H 9.88652 -24.77280 -0.36511
C 19.02508 -17.52989 5.55975
C 17.91878 -17.68864 6.60487
O 17.00519 -18.73132 6.35970
C 15.74019 -18.53407 6.00893
O 15.10826 -17.44057 6.01564
O 15.26202 -19.65519 5.70666
C 13.91422 -19.87324 5.37915
H 19.55447 -18.46595 5.38195
H 19.78199 -16.86845 5.98129
H 18.70935 -17.10578 4.60658
H 17.31906 -16.78737 6.73196
H 18.35888 -17.81144 7.59449
H 13.32226 -19.86762 6.29438
H 13.89149 -20.81453 4.82998
H 13.52832 -19.02239 4.81769
C 13.00621 -19.87737 12.61865
C 12.86878 -20.46774 11.26440
O 14.14953 -20.97769 10.78745
C 14.25740 -21.38937 9.55562
O 13.34118 -21.43260 8.74081
O 15.57222 -21.49230 9.22178
C 16.02956 -21.82452 7.89695
H 13.71962 -19.05385 12.58765
H 13.40737 -20.68692 13.22842
H 12.08065 -19.46512 13.02049
H 12.40930 -19.76767 10.56664
H 12.12259 -21.26221 11.25273
H 16.91080 -21.20005 8.04380
H 15.35186 -21.39678 7.15812
H 16.33902 -22.86347 7.78332
C 23.41977 -19.35807 7.62222
C 21.91191 -19.79981 7.76570
O 21.50405 -20.37908 6.56793
C 20.35536 -20.96574 6.49032
O 19.64067 -21.18904 7.46518
O 20.07803 -21.31520 5.16105
C 18.96367 -22.15695 4.93334
H 23.60225 -18.65351 6.81080
H 23.98760 -20.17626 7.17923
H 23.83276 -19.09080 8.59490
H 21.29658 -18.92044 7.95593
H 21.76505 -20.56490 8.52804
H 18.04095 -21.94511 5.47351
H 19.18022 -23.21404 5.08750
H 18.70624 -22.11144 3.87515
C 21.99729 -29.74113 7.35400
C 22.47927 -28.35655 6.82662
O 21.37166 -27.43688 6.58340
C 20.69034 -26.91956 7.59374
O 21.08223 -26.79682 8.70804
O 19.58818 -26.48089 7.17345
C 18.85467 -25.49172 7.86529
H 21.38581 -30.16686 6.55842
H 21.32945 -29.67416 8.21284
H 22.78866 -30.44364 7.61537
H 23.11504 -28.44858 5.94603
H 23.19318 -27.85519 7.48013
H 18.62267 -25.92118 8.83988
H 18.03285 -25.19238 7.21483
H 19.46578 -24.59146 7.92984
C 11.66964 -21.03735 0.79717
C 11.47647 -21.32801 2.29007
O 10.28624 -20.80879 2.75336
C 10.06992 -20.71816 4.06130
O 10.63657 -21.35007 5.00387
O 9.01374 -19.90556 4.16126
C 8.37296 -19.59307 5.35177
H 11.21565 -20.08854 0.51126
H 11.16031 -21.67487 0.07450
H 12.67399 -20.95521 0.38168
H 12.33777 -21.07693 2.90912
H 11.49400 -22.40819 2.43492
H 7.66133 -20.38302 5.59189
H 7.86361 -18.63098 5.29670
H 9.04571 -19.57699 6.20923
C 24.61175 -23.79682 5.81486
C 23.77903 -25.00616 5.41468
O 22.55538 -24.59036 4.77874
C 21.80845 -25.43112 4.03662
O 21.91672 -26.64984 3.89425
O 20.84061 -24.73239 3.49344
C 19.93665 -25.29217 2.54035
H 24.11685 -23.13462 6.52526
H 24.84069 -23.09214 5.01541
H 25.55704 -24.08344 6.27571
H 23.53289 -25.57425 6.31177
H 24.38316 -25.57085 4.70457
H 20.26998 -25.10272 1.52001
H 18.92759 -24.96531 2.79141
H 19.87226 -26.37302 2.66575
C 13.77083 -29.99177 2.51618
C 13.28371 -29.26740 3.74819
O 11.93340 -29.36663 3.95931
C 11.44272 -30.26592 4.73968
O 12.05856 -31.05028 5.43130
O 10.03927 -30.20779 4.61049
C 9.25626 -31.29528 5.07473
H 13.70769 -31.06516 2.69490
H 14.76687 -29.70159 2.18182
H 13.11944 -29.68722 1.69701
H 13.48330 -28.19958 3.65868
H 13.86206 -29.43316 4.65711
H 9.50190 -31.51912 6.11283
H 9.44073 -32.20337 4.50076
H 8.18598 -31.11388 4.97623
```

Results
- Kohn-Sham gap (eV) = 8.914
- E_LUMO (hartree) = -0.038
- HOMO energy (eV) = -9.9546

=====

Question: Among the records above, which one has the highest E_LUMO?
Answer: C5H8O2